1.
# C31H56N4NaS5

A structure of composition C31H56N4NaS5 (wB97M-V/def2-TZVPD, the Open Molecules 2025 dataset).

ORCA input file:
```
! RIJCOSX wB97M-V def2-TZVPD def2/J DEFGRID3
* xyz -1 1
Na 0.0921 0.0548 0.2789
C 2.6051 1.5722 2.8013
C 3.0834 1.3994 1.3607
N 2.0425 1.5858 0.3464
C 1.4757 2.9414 0.3052
C 0.0821 3.0487 0.9149
N -0.9138 2.3299 0.1222
C -2.2761 2.5834 0.5896
C -2.6999 1.8063 1.8350
C -3.0314 0.3279 1.6199
N -1.8845 -0.5644 1.5248
C -1.4577 -1.2080 2.7586
C -0.3979 -0.4390 3.5386
N 0.7712 -0.1613 2.7175
C 1.9090 0.3803 3.4562
H 1.9671 2.4561 2.8651
H 3.4851 1.7976 3.4123
H 3.5081 0.3994 1.2276
H 3.9005 2.1190 1.1979
H 2.4594 1.3905 -0.5561
H 1.4081 3.2675 -0.7361
H 2.1389 3.6541 0.8141
H -0.1721 4.1190 0.9937
H 0.0792 2.6394 1.9283
H -0.8651 2.7038 -0.8283
H -2.9573 2.3354 -0.2293
H -2.4122 3.6578 0.7904
H -3.6060 2.2883 2.2161
H -1.9498 1.9099 2.6234
H -3.6122 0.2381 0.6968
H -3.6921 -0.0023 2.4365
H -2.0203 -1.2771 0.8166
H -1.0369 -2.1764 2.4812
H -2.3095 -1.3951 3.4306
H -0.1525 -1.0342 4.4343
H -0.7964 0.5150 3.8991
H 1.0526 -1.0091 2.2269
H 2.6511 -0.4062 3.6477
H 1.5586 0.7034 4.4414
C -0.2712 -3.3613 0.3506
C -0.7586 -2.7429 -0.8248
C 0.3329 -1.9848 -1.3748
C 1.4344 -2.1737 -0.4950
C 1.0738 -3.0263 0.5601
C 2.0025 -3.6812 1.5666
C 1.3641 -3.7745 2.9580
C 3.3231 -2.9178 1.6803
C 2.3180 -5.1112 1.0963
C 0.4993 -1.1585 -2.6666
C -0.1936 0.2154 -2.6261
C 0.0417 -1.9132 -3.9231
C 1.9879 -0.8571 -2.9110
C -2.1615 -3.0721 -1.3496
C -2.0987 -4.2103 -2.3857
C -2.9059 -1.8645 -1.9354
C -3.0611 -3.6025 -0.2197
H -0.8302 -4.0424 0.9778
H 2.4195 -1.7544 -0.6413
H 1.2109 -2.7875 3.4009
H 2.0048 -4.3466 3.6361
H 0.3949 -4.2741 2.9096
H 3.1572 -1.8838 1.9926
H 3.8454 -2.8955 0.7228
H 3.9792 -3.3932 2.4149
H 1.4014 -5.7002 1.0353
H 3.0103 -5.6124 1.7814
H 2.7646 -5.0885 0.1008
H -1.2389 0.1661 -2.3241
H -0.1482 0.7118 -3.5984
H 0.3206 0.8924 -1.9368
H -1.0286 -2.0843 -3.9562
H 0.5414 -2.8828 -3.9821
H 0.3027 -1.3351 -4.8142
H 2.4228 -0.2717 -2.0983
H 2.0934 -0.2740 -3.8283
H 2.5666 -1.7771 -3.0084
H -1.4461 -3.9759 -3.2206
H -3.0956 -4.4378 -2.7783
H -1.7038 -5.1076 -1.9051
H -2.4505 -1.4794 -2.8420
H -2.9424 -1.0420 -1.2152
H -3.9363 -2.1407 -2.1788
H -2.6722 -4.5192 0.2203
H -4.0483 -3.8319 -0.6309
H -3.2002 -2.8726 0.5829
C 1.0323 6.6563 -0.7053
S 1.5155 6.8551 -2.4387
C -0.0480 6.6584 -3.1924
C -0.7156 5.4783 -3.3179
S -0.2407 3.8970 -2.8649
S -2.3084 5.6686 -4.0490
C -2.3149 7.3764 -4.3000
S -3.5585 8.2033 -5.0130
S -0.8663 8.1072 -3.7460
H 0.4088 7.4855 -0.3763
H 1.9469 6.6277 -0.1125
H 0.5013 5.7117 -0.6008
*
```

The value obtained for the energy above the lowest of the compared OMol25 structures with the same formula, charge and spin is 0.0 kJ/mol.

Computed Mulliken charges, given in elementary charges: 0.68 -0.50 -0.95 0.12 -1.17 -0.77 0.51 -0.97 -0.62 -0.94 0.83 -0.55 -1.32 1.68 -1.19 0.22 0.49 0.40 0.43 0.03 0.52 0.37 0.55 0.19 -0.44 0.45 0.36 0.52 0.07 0.41 0.36 -0.78 0.04 0.43 0.54 0.58 -1.20 0.30 0.57 -0.91 0.43 -1.09 -0.30 -0.20 2.73 -1.47 -1.70 -1.95 3.45 -1.42 -2.11 -2.11 2.56 -1.78 -1.50 -1.93 0.29 0.23 0.09 0.53 0.19 0.10 0.31 0.45 0.32 0.47 0.36 -0.24 0.82 0.01 0.32 0.37 0.49 0.09 0.47 0.39 0.22 0.48 0.35 0.28 -0.13 0.56 0.33 0.53 0.25 -0.24 -0.16 -0.21 -0.06 -0.14 -0.08 0.10 -0.33 -0.11 0.40 0.28 -0.35


2.
# C31H56N5O5S4

A cluster of 10 separate species, C31H56N5O5S4 in total (wB97M-V/def2-TZVPD, the Open Molecules 2025 dataset).

ORCA input file:
```
! RIJCOSX wB97M-V def2-TZVPD def2/J DEFGRID3
* xyz -1 1
C -1.2837 -0.2187 -0.3338
C -0.0365 -0.8902 0.2537
C 0.4765 -1.6992 -0.9489
O 0.9043 -0.0459 0.8298
H -1.0328 0.2813 -1.2773
H -1.7811 0.5516 0.2617
H -2.0322 -0.9456 -0.6514
H -0.2421 -1.6286 1.0434
H 1.1473 -2.5232 -0.6788
H 0.9604 -1.1035 -1.7313
H -0.3416 -2.1761 -1.5013
C -5.4358 -0.4005 -0.3274
S -5.6762 0.4626 -1.9197
O -5.6421 1.9397 -1.7100
C -4.0175 0.0443 -2.5852
H -6.1545 0.0254 0.3750
H -4.4569 -0.1590 0.0894
H -5.5844 -1.4744 -0.4108
H -3.3298 -0.1482 -1.7642
H -3.5346 0.8437 -3.1453
H -3.9513 -0.8757 -3.1683
C -1.2040 -0.3847 3.7832
S -2.9378 -0.8977 3.6507
O -3.6170 0.0935 2.7598
C -2.6585 -2.3992 2.6428
H -0.7146 -1.3362 3.9998
H -1.0440 0.3907 4.5274
H -0.8062 0.0319 2.8540
H -3.6485 -2.7651 2.3857
H -2.0490 -3.0810 3.2341
H -2.1199 -2.1450 1.7284
C 2.5645 -3.8884 -4.0160
S 0.8471 -4.1464 -4.4875
O 0.9749 -4.7150 -5.8774
C 0.5474 -5.5092 -3.2848
H 2.6072 -3.6058 -2.9600
H 2.9566 -3.0731 -4.6157
H 3.1011 -4.8294 -4.1161
H 0.5103 -5.0963 -2.2731
H 1.3333 -6.2572 -3.3642
H -0.4441 -5.9425 -3.4109
C -4.9200 2.9367 1.2237
S -3.3983 3.8969 0.9302
O -3.4350 5.2611 1.5629
C -2.3443 2.9095 2.0065
H -5.1874 3.1112 2.2674
H -4.6325 1.9107 1.0018
H -5.7842 3.1188 0.5894
H -1.9997 1.9274 1.6911
H -2.8470 2.7650 2.9658
H -1.4729 3.5537 2.1322
N 1.5265 1.9509 2.8744
C 0.6639 2.5283 3.7678
C 1.3575 3.2379 4.7424
C 2.7037 3.0940 4.4014
C 2.7883 2.1726 3.3835
H 1.2446 1.2547 2.1884
H -0.3933 2.3662 3.6169
H 0.8713 3.8627 5.4714
H 3.5472 3.5586 4.8897
H 3.6222 1.6833 2.9004
N -0.4822 -0.1565 -4.4116
C -0.2498 0.8929 -5.2883
C -1.0177 0.6511 -6.4191
C -1.7522 -0.5120 -6.2045
C -1.4335 -0.9662 -4.9557
H 0.0292 -0.2831 -3.5584
H 0.1143 1.8339 -4.9058
H -1.1086 1.2507 -7.3108
H -2.4894 -0.8666 -6.9074
H -1.8113 -1.8360 -4.4410
N 2.2325 -1.1421 3.2531
C 2.9380 -2.2572 2.9003
C 3.7076 -2.6599 3.9764
C 3.3915 -1.7620 5.0253
C 2.4789 -0.8405 4.5653
H 1.6780 -0.5765 2.6181
H 2.9562 -2.4978 1.8487
H 4.4678 -3.4198 3.9434
H 3.7870 -1.8751 6.0239
H 2.0321 0.0414 4.9957
N 0.6503 2.3978 -0.5951
C -0.1666 2.9874 -1.5147
C 0.3472 4.2101 -1.9001
C 1.5082 4.3873 -1.0985
C 1.7005 3.2353 -0.3615
H 0.5154 1.4841 -0.1277
H -1.0998 2.5037 -1.7629
H -0.1417 4.7949 -2.6594
H 2.2505 5.1690 -1.1585
H 2.4673 2.9500 0.3381
N 3.6269 -0.2380 -0.0247
C 4.6496 0.6272 0.1400
C 5.8397 0.0458 -0.2317
C 5.5134 -1.2726 -0.6125
C 4.1580 -1.4336 -0.4494
H 2.6495 -0.0022 0.1809
H 4.4419 1.6399 0.4558
H 6.8497 0.4201 -0.2441
H 6.1914 -2.0747 -0.8591
H 3.5152 -2.2543 -0.7293
*
```

Mulliken population analysis, charges in e, atoms 1 to 99: -1.11 1.52 -1.78 0.69 -0.22 -0.26 0.95 -0.24 0.24 0.17 0.29 -0.31 0.33 -0.56 -0.17 0.46 -0.43 0.41 -0.56 0.41 0.39 -0.28 0.20 -0.40 -0.61 0.37 0.58 -0.46 0.41 0.42 -0.15 -0.73 0.74 -0.71 -1.01 0.05 0.32 0.40 0.29 0.36 0.34 -0.49 0.64 -0.73 -0.77 0.38 -0.28 0.42 0.05 0.52 0.33 1.17 -0.17 -1.29 -0.71 -0.63 -0.53 0.45 0.47 0.44 0.48 0.37 -0.60 -0.41 -0.77 -0.47 0.10 0.38 0.42 0.41 0.54 0.64 -0.31 -0.75 -0.68 -0.59 -0.02 0.31 0.41 0.42 0.36 0.73 -0.48 -0.89 -0.98 -0.29 -0.19 0.63 0.44 0.39 0.32 0.64 -0.30 -0.87 -0.75 -0.40 -0.28 0.30 0.45


3.
# C31H57BCl2N3O12P2S

A cluster of 3 separate species, C31H57BCl2N3O12P2S in total (wB97M-V/def2-TZVPD, the Open Molecules 2025 dataset).

ORCA input file:
```
! RIJCOSX wB97M-V def2-TZVPD def2/J DEFGRID3
* xyz -1 1
C 3.4437 2.5367 2.4144
C 3.4936 1.0710 1.9550
P 2.0038 0.4698 0.9018
Cl 1.4017 2.4874 0.2454
C 3.0087 0.2412 -0.6833
C 2.2165 0.2631 -2.0045
C 1.8125 -1.1135 -2.5462
C 2.9857 -1.9956 -2.9629
N 2.6265 -3.3276 -3.5043
C 2.2342 -4.2678 -2.4542
C 1.6904 -3.2518 -4.5770
C 0.1853 -3.3760 -4.3486
O 2.0916 -3.1137 -5.7245
P 2.4890 -1.6313 1.7044
O 1.8602 -2.7016 0.5585
Cl 4.5734 -1.9716 1.7092
O 0.6069 -0.2188 0.1678
C -0.6136 0.0661 0.8253
B -1.7344 0.8425 -0.0293
O -2.5682 0.0421 -0.7830
N -1.9393 2.2943 -0.1243
C -1.3693 2.8536 -1.3733
C -3.4100 2.5100 -0.1562
C -0.3134 0.4455 2.3099
C -0.9063 1.7485 2.8820
C -2.1550 1.5472 3.7765
C -2.5857 2.9121 4.2742
O -3.2376 3.6486 3.5410
N -2.2063 3.3918 5.5505
C -2.3142 2.4291 6.6242
C -3.5100 2.0129 7.1561
C -3.4998 1.1312 8.1898
C -2.3497 0.6450 8.7335
C -1.1520 1.0389 8.1882
C -1.1645 1.9248 7.1536
C -0.5398 -0.8135 3.1694
S 0.3329 -0.8274 4.7374
O 0.6298 0.4807 5.2417
O -0.3913 -1.7089 5.6178
O 1.1000 0.6610 2.3798
H 4.1933 2.6435 3.2138
H 3.7553 3.2390 1.6454
H 2.4970 2.8184 2.8662
H 3.4332 0.4819 2.8716
H 4.4337 0.9310 1.4267
H 3.6314 -0.6561 -0.6822
H 3.7009 1.0844 -0.7240
H 1.3300 0.8915 -1.9781
H 2.8750 0.7055 -2.7664
H 1.1241 -0.9335 -3.3780
H 1.2266 -1.6520 -1.7957
H 3.6773 -1.4994 -3.6486
H 3.5672 -2.2053 -2.0625
H 1.6062 -5.0483 -2.8908
H 3.0954 -4.7816 -2.0291
H 1.6253 -3.8142 -1.6670
H -0.2375 -2.3991 -4.1156
H -0.0802 -4.0341 -3.5242
H -0.2814 -3.7085 -5.2717
H 1.5402 -3.4408 1.0843
H -1.0500 -0.9559 0.8967
H -2.5436 -0.8677 -0.4694
H -0.7385 2.1547 -1.9247
H -0.7179 3.6895 -1.1014
H -2.1378 3.2847 -2.0156
H -3.8417 2.3069 -1.1411
H -3.6838 3.5325 0.1154
H -3.9201 1.8285 0.5316
H -0.1428 2.1627 3.5378
H -1.1046 2.5057 2.1265
H -1.9228 0.9266 4.6441
H -2.9893 1.0999 3.2351
H -2.8692 4.1336 5.7553
H -4.4269 2.4141 6.7408
H -4.4391 0.8097 8.6262
H -2.3539 -0.0372 9.5717
H -0.2141 0.6649 8.5696
H -0.2197 2.2372 6.7322
H -0.1810 -1.6979 2.6408
H -1.6033 -0.9946 3.3382
H 1.5139 -1.4269 4.4165
O 6.1708 -3.6138 -2.3414
C 6.5223 -3.6143 -3.4867
O 7.8433 -3.4939 -3.7660
C 8.3860 -3.6945 -5.0681
C 8.3455 -2.4237 -5.8921
C 5.5313 -3.6522 -4.6243
H 7.8927 -4.5278 -5.5710
H 9.4218 -3.9941 -4.9090
H 7.3214 -2.0916 -6.0629
H 8.8241 -2.5787 -6.8603
H 8.8620 -1.6189 -5.3685
H 5.2315 -2.6365 -4.8742
H 4.6565 -4.2019 -4.2976
H 5.9095 -4.1569 -5.5124
O -5.3701 3.0059 -2.2232
C -6.4659 2.5592 -2.4065
O -6.7895 2.0773 -3.6257
C -7.9798 1.3348 -3.8854
C -9.1470 2.2453 -4.2083
C -7.5250 2.6078 -1.3291
H -8.2013 0.6549 -3.0613
H -7.7516 0.7128 -4.7499
H -9.3973 2.8893 -3.3648
H -10.0295 1.6595 -4.4684
H -8.8965 2.8959 -5.0464
H -8.0580 3.5552 -1.3971
H -7.0266 2.5495 -0.3643
H -8.2330 1.7825 -1.3715
*
```

The value obtained for the energy above the lowest of the compared OMol25 structures with the same formula, charge and spin is 0.0 kJ/mol.

Mulliken population analysis, charges in e, atoms 1 to 99: -1.41 -0.56 0.73 -0.40 -1.22 -0.49 0.69 -1.43 0.75 -1.43 0.58 -1.07 -0.64 -0.04 -0.35 -0.34 -0.20 -0.79 1.31 -0.83 -0.16 -0.96 -1.39 1.62 -1.75 0.27 -0.30 -0.68 -0.22 -0.31 -0.26 -0.65 -0.41 -0.53 0.22 -1.86 1.07 -0.48 -0.80 -0.15 0.44 0.31 0.13 0.44 0.50 0.40 0.43 -0.47 0.71 0.21 0.06 0.05 0.53 0.63 0.18 0.37 0.19 0.33 0.37 0.29 0.12 0.32 0.23 0.29 0.37 0.74 0.26 0.20 0.33 0.89 0.37 0.22 0.44 0.45 0.34 0.38 0.38 0.29 0.68 0.43 0.05 -0.52 0.70 -0.38 -0.38 -0.94 -0.56 0.38 0.30 0.27 0.35 0.28 0.15 -0.04 0.40 -0.56 0.78 -0.36 -0.41


4.
# C31H57Cl20N3O3P

A cluster of 10 separate species, C31H57Cl20N3O3P in total (wB97M-V/def2-TZVPD, the Open Molecules 2025 dataset).

ORCA input file:
```
! RIJCOSX wB97M-V def2-TZVPD def2/J DEFGRID3
* xyz 1 1
C 6.8365 -1.4444 -1.7206
C 5.8772 -1.5619 -0.4998
C 4.7423 -2.5969 -0.7273
O 4.1675 -2.6032 -2.0734
C 3.0898 -1.8140 -2.1846
C 1.7851 -2.1536 -1.6792
C 1.6374 -3.5353 -0.9610
Cl 0.5983 -3.4262 0.5195
C 1.0142 -4.5856 -1.9886
C 0.8088 -4.0377 -3.4355
Cl 2.0226 -6.0880 -2.1008
N 0.6727 -1.4302 -1.7532
N 0.6530 -0.2841 -2.3704
C 1.7765 0.1054 -2.9068
P 1.5965 1.7557 -3.8313
O 0.2237 2.3204 -3.5958
C 3.1038 -0.5193 -2.8986
N 4.2820 -0.0209 -3.5217
C 4.2197 -0.0286 -5.0034
C 4.7445 1.2321 -2.9841
C 4.8359 1.5748 -1.4918
O 5.0487 2.0880 -3.7710
H 7.6651 -0.7261 -1.5594
H 7.2486 -2.4642 -1.9147
H 6.2978 -1.1437 -2.6417
H 6.4653 -1.8746 0.3965
H 5.3916 -0.6045 -0.2071
H 3.9296 -2.4893 0.0195
H 5.1797 -3.6089 -0.5589
H 2.6081 -3.9558 -0.6455
H 0.0062 -4.8452 -1.6001
H 1.7298 -3.6681 -3.9277
H -0.0132 -3.2817 -3.4199
H 0.4130 -4.8710 -4.0612
H -0.2050 -1.7595 -1.3314
H 2.5162 2.6760 -3.2678
H 1.7217 1.5844 -5.2327
H 3.9224 -1.0502 -5.3169
H 5.2605 0.1214 -5.3693
H 3.6165 0.7809 -5.4534
H 3.9283 1.2641 -0.9191
H 5.7497 1.1610 -1.0090
H 4.9117 2.6766 -1.3662
Cl 3.9311 -4.4605 1.9384
C 3.7243 -3.6345 3.5074
C 4.4216 -2.2976 3.5559
Cl 6.1989 -2.4585 3.5439
H 4.0852 -4.3041 4.2869
H 2.6511 -3.4903 3.6490
H 4.1571 -1.7819 4.4797
H 4.1345 -1.6611 2.7177
Cl 2.5507 0.0010 2.3219
C 2.7782 1.2787 3.5513
C 2.6672 2.6673 2.9697
Cl 4.0298 3.0523 1.8900
H 3.7459 1.1198 4.0254
H 2.0022 1.1320 4.3024
H 2.6825 3.4043 3.7720
H 1.7438 2.7941 2.4069
Cl -2.3323 -1.0723 -2.9663
C -2.6746 0.6762 -3.1205
C -4.1430 0.9840 -2.9385
Cl -5.1311 0.3570 -4.2856
H -2.3127 1.0062 -4.0924
H -2.0904 1.1775 -2.3559
H -4.2950 2.0566 -2.9110
H -4.5294 0.5616 -2.0117
Cl -2.8489 3.2374 -1.3540
C -3.9728 3.9589 -0.1682
C -3.8473 5.4613 -0.1023
Cl -2.2926 5.9754 0.6050
H -3.7826 3.4987 0.7998
H -4.9809 3.6861 -0.4827
H -4.6313 5.8689 0.5305
H -3.9350 5.9149 -1.0884
Cl -0.5102 3.6788 -9.2470
C -1.6025 3.1316 -7.9515
C -0.8515 2.7395 -6.7018
Cl 0.1116 1.2522 -6.9384
H -2.1973 2.3051 -8.3373
H -2.2737 3.9611 -7.7301
H -1.5532 2.5351 -5.8943
H -0.1778 3.5286 -6.3739
Cl 0.6359 -2.5883 4.3724
C -0.4328 -3.9909 4.6478
C -0.7616 -4.1767 6.1096
Cl 0.6606 -4.6856 7.0542
H 0.0532 -4.8724 4.2316
H -1.3472 -3.8078 4.0835
H -1.5131 -4.9577 6.2229
H -1.1516 -3.2622 6.5531
Cl -7.1367 5.5353 -0.0885
C -8.1083 6.7171 0.8266
C -7.4714 8.0858 0.8429
Cl -5.9702 8.1148 1.8045
H -8.2506 6.3289 1.8336
H -9.0830 6.7682 0.3410
H -8.1527 8.8046 1.2976
H -7.2342 8.4289 -0.1627
Cl 3.0222 -8.1920 10.1530
C 1.8487 -6.8598 10.2966
C 2.1241 -5.9824 11.4949
Cl 1.8103 -6.8260 13.0317
H 0.8505 -7.2925 10.3385
H 1.9262 -6.2707 9.3821
H 1.4683 -5.1119 11.4727
H 3.1553 -5.6333 11.5061
Cl -8.3682 2.9764 -1.5924
C -9.5457 2.2976 -0.4422
C -10.9579 2.7335 -0.7510
Cl -11.2040 4.4731 -0.4479
H -9.2464 2.5940 0.5624
H -9.4699 1.2126 -0.5142
H -11.6578 2.1988 -0.1093
H -11.2218 2.5311 -1.7876
*
```

Mulliken population analysis, charges in e, atoms 1 to 99: -1.10 -0.09 -0.28 -0.67 0.01 0.70 0.01 -0.08 0.17 -1.10 -0.18 0.13 -0.62 0.19 0.75 -0.48 -0.92 0.66 -0.83 0.74 -0.96 -0.54 0.37 0.41 0.12 0.34 -0.12 -0.16 0.52 0.01 0.48 0.26 0.19 0.48 0.52 0.04 -0.19 0.30 0.38 0.32 0.29 0.34 0.46 -0.15 0.51 0.15 -0.19 0.45 -0.67 0.38 -0.47 -0.06 -0.64 -0.52 -0.18 0.34 0.38 0.38 0.30 -0.26 0.20 -0.29 -0.21 -0.20 0.26 0.19 0.37 -0.18 -0.20 -0.15 -0.21 0.37 -0.01 -0.02 0.36 -0.18 -0.54 -0.09 -0.18 0.34 0.35 0.08 0.32 -0.11 -0.57 -0.48 -0.15 0.34 0.35 0.33 0.31 -0.12 -0.47 -0.49 -0.19 0.31 0.27 0.36 0.33


Number 1: F_max 0.15 eV/Å, highest occupied orbital energy -0.161 Ha, gap between HOMO and LUMO 6.08 eV. Number 2: F_max 2.20 eV/Å, highest occupied orbital energy -0.207 Ha, gap between HOMO and LUMO 7.45 eV. Number 3: F_max 2.13 eV/Å, highest occupied orbital energy -0.169 Ha, gap between HOMO and LUMO 6.55 eV. Number 4: F_max 4.02 eV/Å, highest occupied orbital energy -0.435 Ha, gap between HOMO and LUMO 7.16 eV.